{
  "formula": "C29H83N5O12",
  "method": "the ωB97M-V functional and the def2-TZVPD basis",
  "e_homo_ev": -8.1,
  "lumo_energy_ev": 0.49,
  "total_charge": 0,
  "gap_ev": 8.634,
  "energy_ha": -2331.0761,
  "elements": ["C", "O", "H", "H", "H", "H", "C", "O", "H", "H", "H", "H", "C", "O", "H", "H", "H", "H", "C", "O", "H", "H", "H", "H", "C", "O", "H", "H", "H", "H", "C", "O", "C", "C", "N", "C", "C", "O", "C", "H", "H", "H", "H", "H", "H", "H", "H", "H", "H", "H", "H", "H", "H", "H", "C", "O", "C", "C", "N", "C", "C", "O", "C", "H", "H", "H", "H", "H", "H", "H", "H", "H", "H", "H", "H", "H", "H", "H", "C", "C", "C", "O", "C", "N", "H", "H", "H", "H", "H", "H", "H", "H", "H", "H", "H", "C", "C", "C", "O", "C", "N", "H", "H", "H", "H", "H", "H", "H", "H", "H", "H", "H", "C", "C", "C", "O", "C", "N", "H", "H", "H", "H", "H", "H", "H", "H", "H", "H", "H"],
  "positions_angstrom": [[-2.1731, 2.1593, 2.9313], [-3.1671, 2.6462, 2.0677], [-1.1841, 2.5298, 2.6616], [-2.3840, 2.4650, 3.9561], [-2.1339, 1.0713, 2.8783], [-3.2474, 3.5990, 2.1533], [-2.0183, -2.5653, 1.1968], [-2.7615, -1.9886, 0.1055], [-2.6503, -3.2007, 1.8173], [-1.2098, -3.2143, 0.8603], [-1.6550, -1.7677, 1.8449], [-3.6794, -2.2543, 0.1972], [-5.7429, 0.8078, 0.7714], [-5.1136, 1.9287, 0.2036], [-5.2308, -0.0925, 0.4316], [-5.6984, 0.7600, 1.8595], [-6.7880, 0.8513, 0.4649], [-4.3039, 2.0250, 0.7103], [-3.9933, 0.5391, -2.8183], [-3.3184, 1.6946, -3.2880], [-3.5737, -0.3972, -3.1865], [-3.8926, 0.6468, -1.7384], [-5.0247, 0.4819, -3.1661], [-3.9065, 2.4343, -3.1190], [-0.9314, 1.1485, -0.0936], [-0.6125, -0.1734, -0.5200], [-0.5397, 1.2734, 0.9159], [-0.4410, 1.8986, -0.7141], [-1.9888, 1.4125, -0.0764], [-1.2502, -0.7857, -0.1457], [-0.3346, -1.8802, 5.0468], [0.0603, -0.4683, 4.9708], [0.4869, 0.0270, 6.2346], [1.3245, 1.3045, 5.9731], [0.6374, 2.2923, 5.0900], [1.5043, 3.4687, 4.8471], [0.7721, 4.3963, 3.8741], [0.6483, 3.8692, 2.5772], [0.1048, 4.7109, 1.5612], [-0.5667, -2.3065, 4.0709], [-1.2322, -1.9149, 5.6644], [0.4621, -2.4235, 5.5549], [1.1343, -0.7154, 6.7013], [-0.3219, 0.4329, 6.8422], [2.3098, 1.0356, 5.5924], [1.4389, 1.8885, 6.8863], [0.5005, 1.8086, 4.2140], [2.4440, 3.2299, 4.3491], [1.9132, 3.9883, 5.7137], [1.2366, 5.3790, 3.7926], [-0.2201, 4.6960, 4.2115], [0.2044, 4.1825, 0.6131], [0.6704, 5.6409, 1.5043], [-0.9259, 4.9861, 1.7844], [2.5241, -7.7390, -5.1847], [2.0411, -6.7921, -4.2193], [0.5974, -6.5654, -4.2585], [0.2070, -5.6708, -3.0785], [1.0645, -4.4588, -3.0291], [0.7034, -3.5948, -1.9108], [1.9214, -2.6571, -1.5923], [3.0901, -3.4264, -1.1410], [4.2374, -2.6723, -0.7696], [2.2924, -7.3940, -6.1924], [2.1770, -8.7520, -4.9814], [3.5996, -7.8198, -5.0266], [0.0613, -7.5120, -4.3272], [0.3542, -5.9922, -5.1531], [0.2014, -6.1518, -2.1004], [-0.7819, -5.2242, -3.1827], [2.0456, -4.6954, -3.0692], [0.5508, -4.1414, -0.9802], [-0.1820, -3.0402, -2.2217], [1.6704, -1.9959, -0.7629], [2.1329, -2.1060, -2.5087], [4.5051, -2.0255, -1.6052], [5.1099, -3.2738, -0.5146], [4.0016, -2.0063, 0.0604], [2.4592, -1.2985, -6.8627], [1.6588, -1.9910, -5.7199], [0.1778, -1.6233, -5.7359], [-0.1453, -0.3605, -5.2242], [-0.2295, -0.2342, -3.7744], [1.7030, -3.4536, -5.8598], [2.3376, -0.2202, -6.7599], [2.1719, -1.5476, -7.8842], [3.5189, -1.5506, -6.8245], [2.0559, -1.7928, -4.7244], [-0.5530, -2.2739, -5.2554], [-0.1914, -1.6877, -6.7594], [-0.8093, -1.0156, -3.2833], [-0.5918, 0.7473, -3.4685], [0.7968, -0.2496, -3.4076], [1.2757, -3.9124, -5.0679], [1.1075, -3.6835, -6.6425], [5.3343, -2.7772, 3.0018], [5.2899, -1.2993, 3.4597], [3.8548, -0.6801, 3.3681], [3.5144, -0.4872, 2.0234], [2.1730, -0.0393, 1.9133], [5.6776, -1.3119, 4.8198], [4.8004, -3.3662, 3.7475], [6.3280, -3.1965, 2.8441], [4.8674, -2.9422, 2.0308], [5.9718, -0.6388, 2.9241], [3.8715, 0.2728, 3.8972], [3.2219, -1.4195, 3.8589], [1.4606, -0.6498, 2.4682], [1.8189, -0.1312, 0.8866], [2.1550, 1.0114, 2.2029], [6.5899, -1.7287, 4.9388], [5.8560, -0.3767, 5.1571], [-4.8052, 6.6336, 0.0530], [-3.8963, 5.4156, 0.3887], [-2.6987, 5.2886, -0.5839], [-3.2516, 5.2313, -1.8682], [-2.2768, 5.4358, -2.8894], [-3.5082, 5.4854, 1.8129], [-4.1060, 7.4446, -0.1507], [-5.4531, 6.9933, 0.8523], [-5.3555, 6.4332, -0.8662], [-4.6011, 4.5917, 0.2766], [-2.0927, 4.3904, -0.4654], [-2.0502, 6.1580, -0.4759], [-2.7311, 5.1991, -3.8515], [-1.3563, 4.8660, -2.7626], [-1.9716, 6.4801, -2.9560], [-2.7788, 6.1812, 1.8749], [-4.3572, 5.8255, 2.2414]],
  "mulliken_charge": [-0.131, -0.524, -0.340, 0.458, 0.264, 0.287, -0.535, -0.554, 0.488, 0.165, 0.057, 0.298, -0.504, -0.413, 0.047, 0.298, 0.277, 0.345, -0.385, -0.455, 0.201, 0.037, 0.386, 0.242, -0.234, 0.239, -0.220, 0.340, 0.075, -0.099, -0.868, -0.029, -0.567, -0.547, -0.189, -0.709, -0.691, -0.183, -0.784, 0.110, 0.344, 0.379, 0.409, 0.282, 0.121, 0.476, -0.031, 0.257, 0.588, 0.564, 0.298, 0.207, 0.456, 0.195, -0.799, -0.292, -0.665, -0.764, 0.285, -1.040, 0.258, -0.438, -0.313, 0.306, 0.296, 0.252, 0.522, 0.262, 0.400, 0.330, 0.286, 0.347, 0.359, -0.036, 0.149, 0.313, 0.285, -0.096, -1.622, 1.216, -0.944, -0.468, -0.276, -0.664, 0.348, 0.340, 0.384, -0.303, 0.415, 0.385, -0.009, 0.231, 0.288, 0.188, 0.324, -1.214, 0.451, -0.409, -0.373, -0.523, -0.733, 0.390, 0.401, 0.069, 0.360, 0.085, 0.189, 0.326, -0.008, 0.334, 0.264, 0.222, -1.566, 0.571, -0.151, -0.386, -0.880, -0.621, 0.372, 0.445, 0.315, -0.031, -0.136, 0.547, 0.300, 0.291, 0.375, 0.251, 0.234]
}